Entry 1:
A 2-piece molecular cluster, C10H16 overall in a non-equilibrium geometry, computed with the ωB97M-V functional and the def2-TZVPD basis.

## Properties
**HOMO**: -8.90 eV
**Energy above the lowest of the compared OMol25 structures with the same formula, charge and spin**: 2.211 eV
**LUMO energy**: 0.0379 Ha
**SMILES**: Cc1ccccc1.CCC

Structure (ORCA input):
```
! RIJCOSX wB97M-V def2-TZVPD def2/J DEFGRID3
* xyz 0 1
C -0.83 1.26 -2.39
C -1.45 0.11 -1.59
C -1.94 0.44 -0.36
C -2.17 -0.66 0.56
C -1.94 -2.02 0.20
C -1.48 -2.27 -1.05
C -1.35 -1.19 -1.99
H -0.08 1.83 -1.81
H -1.61 1.93 -2.69
H -0.25 0.86 -3.23
H -1.97 1.42 0.09
H -2.33 -0.36 1.63
H -1.89 -2.92 0.85
H -1.24 -3.29 -1.38
H -1.27 -1.20 -3.07
C 1.03 1.48 1.42
C 1.92 0.43 2.09
C 2.89 -0.20 1.14
H 0.41 1.95 2.02
H 1.58 2.21 0.79
H 0.44 0.76 0.83
H 2.67 1.05 2.71
H 1.35 -0.17 2.87
H 2.38 -0.83 0.36
H 3.58 0.31 0.39
H 3.56 -0.93 1.61
*
```

---

Entry 2:
C5H8O as an isolated structure in a non-equilibrium geometry, computed with the ωB97M-V functional and the def2-TZVPD basis.

## Properties
**HOMO**: -8.42 eV
**Energy above the lowest of the compared OMol25 structures with the same formula, charge and spin**: 4.799 eV
**LUMO energy**: 0.0309 Ha

Structure (ORCA input):
```
! RIJCOSX wB97M-V def2-TZVPD def2/J DEFGRID3
* xyz 0 1
C -1.72 0.30 0.17
C -0.55 -0.46 -0.45
C 1.72 0.03 -1.08
C 1.40 0.68 0.28
C 0.69 -0.65 0.44
O 1.60 -1.22 -0.55
H -1.43 1.30 0.51
H -2.52 0.42 -0.57
H -2.16 -0.22 1.03
H -0.87 -1.44 -0.85
H 0.01 0.04 -1.46
H 0.84 1.62 0.30
H 2.33 0.82 0.83
H 0.66 -1.22 1.38
*
```

---

Entry 3:
A 2-piece molecular cluster, C2HCl2NO overall in a non-equilibrium geometry, computed with the ωB97M-V functional and the def2-TZVPD basis.

## Properties
**HOMO (alpha / beta)**: -10.55 / -10.52 eV
**Energy above the lowest of the compared OMol25 structures with the same formula, charge and spin**: 3.581 eV
**LUMO energy (alpha / beta)**: -0.0669 / -0.0667 Ha

Structure (ORCA input):
```
! RIJCOSX wB97M-V def2-TZVPD def2/J DEFGRID3
* xyz 0 1
C -0.09 0.76 0.96
C -0.64 -0.25 0.07
N 0.39 1.56 1.59
O 1.38 0.02 -0.57
Cl -0.73 -1.77 0.72
Cl -1.56 0.14 -1.31
H 1.25 -0.46 -1.47
*
```

---

Entry 4:
One molecule with the formula C7H16O2Si in a non-equilibrium geometry, computed with the ωB97M-V functional and the def2-TZVPD basis.

## Properties
**HOMO**: -9.75 eV
**Energy above the lowest of the compared OMol25 structures with the same formula, charge and spin**: 0.340 eV
**LUMO energy**: 0.0265 Ha
**SMILES**: C[Si](C)(C)CCCC(=O)O

Structure (ORCA input):
```
! RIJCOSX wB97M-V def2-TZVPD def2/J DEFGRID3
* xyz 0 1
C 0.45 -0.15 3.01
Si 0.10 0.25 1.18
C 1.12 1.67 0.52
C -1.75 0.42 0.95
C 0.55 -1.34 0.26
C 0.67 -1.47 -1.29
C -0.55 -0.99 -2.14
C -0.62 0.50 -2.33
O -1.64 1.08 -2.07
O 0.50 1.13 -2.77
H 0.07 -1.13 3.32
H 1.53 -0.03 3.19
H -0.03 0.61 3.63
H 0.46 2.53 0.47
H 1.42 1.39 -0.49
H 1.94 1.89 1.16
H -2.11 1.06 1.75
H -2.26 -0.55 1.02
H -1.99 0.96 0.06
H -0.18 -2.02 0.65
H 1.51 -1.67 0.71
H 0.87 -2.54 -1.52
H 1.56 -0.90 -1.61
H -0.46 -1.43 -3.11
H -1.50 -1.35 -1.72
H 0.34 2.10 -2.82
*
```

---

Entry 5:
C43H57CoGeN4OS3SbSi as an isolated structure, computed with the ωB97M-V functional and the def2-TZVPD basis.

## Properties
**HOMO (alpha / beta)**: -7.88 / -7.79 eV
**Energy above the lowest of the compared OMol25 structures with the same formula, charge and spin**: 0.919 eV
**LUMO energy (alpha / beta)**: -0.0133 / -0.0852 Ha
**Expectation value of S²**: 0.787

Structure (ORCA input):
```
! RIJCOSX wB97M-V def2-TZVPD def2/J DEFGRID3
* xyz 0 2
Co 0.88 -1.41 1.09
S -0.97 -1.95 -0.31
C -0.74 -3.58 -0.59
C -1.70 -4.24 -1.43
N -2.50 -4.76 -2.08
C 0.31 -4.31 -0.03
S 1.47 -3.63 0.98
C 0.45 -5.71 -0.34
N 0.57 -6.82 -0.59
N -0.44 1.06 2.18
N 0.47 0.56 1.19
H -0.22 2.03 2.38
H -0.29 0.51 3.01
H 1.39 0.97 1.28
H 0.11 0.82 0.27
C 5.23 -0.33 6.74
C 4.13 -0.11 5.71
C 3.53 -1.42 5.21
C 2.37 -1.24 4.23
Ge 2.91 -1.13 2.31
C 4.20 0.33 1.95
C 3.69 1.75 1.71
C 2.91 2.35 2.88
C 2.29 3.69 2.54
H 5.66 0.62 7.08
H 6.04 -0.93 6.32
H 4.85 -0.85 7.62
H 4.53 0.46 4.87
H 3.33 0.50 6.14
H 3.18 -1.99 6.09
H 4.32 -2.03 4.76
H 1.77 -0.37 4.51
H 1.70 -2.10 4.26
H 3.80 -2.39 2.13
H 4.75 -0.01 1.07
H 4.89 0.31 2.79
H 3.08 1.77 0.81
H 4.54 2.41 1.49
H 3.57 2.45 3.75
H 2.13 1.65 3.19
H 3.06 4.42 2.27
H 1.73 4.11 3.38
H 1.62 3.61 1.68
C -2.77 5.37 -4.01
C -1.94 5.31 -2.91
C -1.57 4.07 -2.38
C -2.03 2.89 -2.95
C -2.88 2.96 -4.06
C -3.25 4.19 -4.59
Sb -1.44 1.02 -2.09
C -0.47 0.22 -3.82
C -0.24 0.99 -4.96
C 0.38 0.44 -6.08
C 0.79 -0.88 -6.07
C 0.60 -1.65 -4.93
C -0.02 -1.10 -3.82
C -3.34 0.07 -2.39
C -4.52 0.77 -2.12
C -5.76 0.16 -2.28
C -5.83 -1.17 -2.67
C -4.67 -1.88 -2.92
C -3.44 -1.26 -2.78
H -3.06 6.33 -4.42
H -1.57 6.22 -2.46
H -0.91 4.03 -1.52
H -3.26 2.06 -4.52
H -3.90 4.24 -5.45
H -0.55 2.03 -4.99
H 0.54 1.06 -6.95
H 1.27 -1.31 -6.94
H 0.93 -2.68 -4.91
H -0.12 -1.71 -2.93
H -4.48 1.81 -1.82
H -6.66 0.73 -2.10
H -6.80 -1.64 -2.80
H -4.71 -2.92 -3.23
H -2.54 -1.83 -3.00
C -6.67 -0.06 1.46
C -5.37 -0.72 1.79
C -4.49 -0.12 2.70
C -3.28 -0.70 3.01
C -2.94 -1.91 2.42
C -3.78 -2.51 1.50
C -4.99 -1.92 1.19
S -1.40 -2.72 2.79
C -1.63 -2.99 4.54
O -0.31 -1.66 2.76
H -7.15 0.34 2.36
H -7.36 -0.76 0.99
H -6.52 0.77 0.77
H -4.76 0.83 3.15
H -2.60 -0.21 3.69
H -3.48 -3.43 1.01
H -5.64 -2.38 0.46
H -1.77 -2.02 5.03
H -0.74 -3.49 4.91
H -2.51 -3.62 4.68
C 3.11 -0.32 -4.12
Si 3.69 0.37 -2.49
C 3.38 2.22 -2.45
C 5.51 0.03 -2.23
C 2.74 -0.40 -1.13
C 2.09 -0.90 -0.23
H 3.75 0.02 -4.94
H 2.08 -0.01 -4.33
H 3.13 -1.41 -4.11
H 3.90 2.72 -3.27
H 3.72 2.66 -1.51
H 2.31 2.43 -2.55
H 6.09 0.29 -3.12
H 5.67 -1.03 -2.01
H 5.90 0.61 -1.39
*
```

---

Entry 6:
C2H11P3Si as an isolated structure in a non-equilibrium geometry, computed with the ωB97M-V functional and the def2-TZVPD basis.

## Properties
**HOMO**: -8.46 eV
**Energy above the lowest of the compared OMol25 structures with the same formula, charge and spin**: 1.002 eV
**LUMO energy**: -0.0101 Ha

Structure (ORCA input):
```
! RIJCOSX wB97M-V def2-TZVPD def2/J DEFGRID3
* xyz 0 1
C -2.58 -0.16 -0.48
C -1.26 -0.49 0.20
Si 0.51 0.23 -0.40
P 0.81 1.85 1.12
P 2.12 -2.08 0.19
P 0.46 0.80 -2.65
H -2.36 0.81 -0.92
H -2.77 -0.89 -1.24
H -3.36 -0.09 0.24
H -1.07 -1.56 0.40
H -1.33 -0.02 1.17
H 1.88 1.44 1.72
H 1.76 2.41 0.33
H 1.37 -2.28 1.25
H 1.11 -2.67 -0.53
H -0.52 1.76 -2.71
H 1.62 1.70 -2.76
*
```

---

Entry 7:
C3H4FOS as an isolated structure in a non-equilibrium geometry, computed with the ωB97M-V functional and the def2-TZVPD basis.

## Properties
**HOMO**: -3.33 eV
**Energy above the lowest of the compared OMol25 structures with the same formula, charge and spin**: 0.718 eV
**LUMO energy**: 0.1431 Ha

Structure (ORCA input):
```
! RIJCOSX wB97M-V def2-TZVPD def2/J DEFGRID3
* xyz -1 1
C 0.42 -0.09 -1.58
C 0.10 -0.11 1.10
C -0.69 0.28 0.03
O -0.21 -0.37 -2.57
F -1.03 1.63 0.07
S 2.06 -0.04 -1.32
H -0.44 0.16 2.08
H 0.07 -1.17 1.19
H 1.20 0.24 1.11
H -1.48 -0.53 -0.12
*
```

---

Entry 8:
A 2-piece molecular cluster, C3H11N2S overall in a non-equilibrium geometry, computed with the ωB97M-V functional and the def2-TZVPD basis.

## Properties
**HOMO (alpha / beta)**: 4.43 / 0.32 eV
**Energy above the lowest of the compared OMol25 structures with the same formula, charge and spin**: 0.352 eV
**LUMO energy (alpha / beta)**: 0.2407 / 0.2372 Ha
**Expectation value of S²**: 0.751

Structure (ORCA input):
```
! RIJCOSX wB97M-V def2-TZVPD def2/J DEFGRID3
* xyz -2 2
C -0.97 -0.12 -2.77
S 0.64 0.29 -2.00
H -1.37 0.77 -3.29
H -0.77 -0.84 -3.63
H -1.67 -0.54 -2.05
C 0.62 -0.70 1.02
C 0.13 0.74 1.26
N -1.30 0.72 1.70
N 2.06 -0.67 0.73
H 0.41 -1.34 1.95
H 0.11 -1.16 0.18
H 0.67 1.28 2.02
H 0.17 1.21 0.31
H -1.77 1.59 1.36
H -1.47 0.61 2.70
H 2.45 -1.61 0.67
H 2.08 -0.22 -0.17
*
```

---

Entry 9:
One molecule with the formula CH5NOS in a non-equilibrium geometry, computed with the ωB97M-V functional and the def2-TZVPD basis.

## Properties
**HOMO**: -9.26 eV
**Energy above the lowest of the compared OMol25 structures with the same formula, charge and spin**: 1.395 eV
**LUMO energy**: 0.0327 Ha
**SMILES**: OCNS

Structure (ORCA input):
```
! RIJCOSX wB97M-V def2-TZVPD def2/J DEFGRID3
* xyz 0 1
O -0.56 -1.22 1.50
C -0.32 0.13 1.01
N 0.74 0.35 0.06
S 0.80 -0.41 -1.51
H -1.29 -1.52 1.02
H -1.27 0.43 0.71
H -0.12 0.74 1.86
H 1.65 0.24 0.45
H 1.16 0.74 -2.23
*
```

---

Entry 10:
One molecule with the formula ClHN2O in a non-equilibrium geometry, computed with the ωB97M-V functional and the def2-TZVPD basis.

## Properties
**HOMO (alpha / beta)**: -8.02 / -10.82 eV
**Energy above the lowest of the compared OMol25 structures with the same formula, charge and spin**: 3.004 eV
**LUMO energy (alpha / beta)**: -0.0047 / -0.0882 Ha
**Expectation value of S²**: 2.010

Structure (ORCA input):
```
! RIJCOSX wB97M-V def2-TZVPD def2/J DEFGRID3
* xyz 0 3
N 0.33 -0.76 -0.27
N -0.22 0.30 -0.06
O -1.79 0.35 -0.43
Cl 1.93 -0.92 0.15
H -0.24 1.03 0.60
*
```

---

Entry 11:
A 2-piece molecular cluster, C3H9NO2 overall in a non-equilibrium geometry, computed with the ωB97M-V functional and the def2-TZVPD basis.

## Properties
**HOMO**: -10.04 eV
**Energy above the lowest of the compared OMol25 structures with the same formula, charge and spin**: 0.751 eV
**LUMO energy**: 0.0231 Ha
**SMILES**: CCC(N)=O.O

Structure (ORCA input):
```
! RIJCOSX wB97M-V def2-TZVPD def2/J DEFGRID3
* xyz 0 1
C 0.65 -0.95 1.43
C 1.17 -0.13 0.21
C 0.15 0.97 -0.11
N 0.00 1.89 0.90
O -0.30 1.13 -1.21
H -0.38 -0.71 1.69
H 0.62 -2.03 1.27
H 1.24 -0.74 2.33
H 1.18 -0.76 -0.67
H 2.15 0.26 0.43
H 0.37 1.64 1.81
H -0.02 2.87 0.67
O -1.43 -2.18 -1.46
H -0.84 -1.47 -1.19
H -1.93 -2.50 -0.71
*
```

---

Entry 12:
C41H34F12N3O2ReTe as an isolated structure in a non-equilibrium geometry, computed with the ωB97M-V functional and the def2-TZVPD basis.

## Properties
**HOMO (alpha / beta)**: -13.66 / -13.66 eV
**LUMO energy (alpha / beta)**: -0.2883 / -0.2883 Ha

Structure (ORCA input):
```
! RIJCOSX wB97M-V def2-TZVPD def2/J DEFGRID3
* xyz 2 1
Re 0.20 -0.71 -0.23
C 5.49 2.78 -2.34
C 4.13 2.16 -2.17
C 3.61 1.28 -3.11
C 2.34 0.76 -2.93
C 1.57 1.10 -1.83
N 0.28 0.46 -1.71
C -0.77 0.63 -2.60
C -0.52 1.27 -3.84
C -1.49 1.33 -4.81
C -2.76 0.80 -4.59
C -3.80 0.81 -5.67
C -3.05 0.29 -3.32
C -2.11 0.20 -2.31
C -2.61 -0.08 -0.89
O -1.58 -0.12 0.05
C -3.40 -1.43 -0.68
F -4.15 -1.36 0.41
F -2.52 -2.42 -0.48
F -4.16 -1.76 -1.72
C -3.59 1.10 -0.49
F -3.61 1.27 0.82
F -3.22 2.26 -1.05
F -4.83 0.84 -0.92
C 2.10 1.91 -0.81
C 3.37 2.44 -1.04
C 1.33 2.18 0.49
O 0.76 0.97 1.02
C 2.23 2.77 1.62
F 1.57 2.76 2.78
F 2.61 4.01 1.37
F 3.32 2.00 1.79
C 0.17 3.19 0.21
F -0.45 3.55 1.32
F -0.73 2.64 -0.61
F 0.65 4.28 -0.40
H 6.01 2.37 -3.20
H 5.41 3.86 -2.47
H 6.11 2.61 -1.45
H 4.18 1.01 -3.98
H 1.94 0.06 -3.66
H 0.44 1.71 -4.03
H -1.26 1.81 -5.75
H -3.99 1.83 -6.00
H -3.44 0.26 -6.54
H -4.74 0.37 -5.34
H -4.07 0.00 -3.12
H 3.81 3.12 -0.32
C -0.16 -2.68 -2.69
N 0.19 -2.42 -1.26
C 0.91 -3.39 -0.63
C 1.88 -2.94 0.23
C 2.94 -3.52 0.97
C 3.77 -2.49 1.33
C 3.20 -1.29 0.82
N 2.07 -1.55 0.17
C -1.47 -3.35 -2.99
C -1.93 -4.46 -2.30
C -3.10 -5.09 -2.68
C -3.82 -4.63 -3.77
C -3.36 -3.53 -4.49
C -2.19 -2.89 -4.09
H 0.66 -3.28 -3.10
H -0.12 -1.72 -3.21
H 0.82 -4.43 -0.94
H 3.07 -4.57 1.17
H 4.70 -2.55 1.87
H 3.62 -0.30 0.84
H -1.38 -4.84 -1.44
H -3.45 -5.96 -2.12
H -4.73 -5.13 -4.07
H -3.91 -3.18 -5.35
H -1.83 -2.04 -4.66
C -0.24 1.11 8.87
C 0.04 1.00 7.40
C -1.00 0.81 6.49
C -0.76 0.69 5.14
C -1.93 0.54 4.20
C 0.60 0.71 4.71
Te 1.06 -0.16 2.93
C 1.67 1.00 5.60
C 3.10 1.25 5.19
C 1.35 1.11 6.94
H -1.30 1.02 9.09
H 0.11 2.06 9.27
H 0.29 0.32 9.42
H -2.02 0.78 6.85
H -2.78 1.10 4.59
H -2.23 -0.50 4.11
H -1.71 0.92 3.20
H 3.32 0.95 4.17
H 3.79 0.74 5.86
H 3.31 2.32 5.26
H 2.15 1.32 7.64
*
```

---

Number 1: electronic energy -10627.533 eV. Number 2: electronic energy -7357.457 eV. Number 3: electronic energy -30668.415 eV. Number 4: electronic energy -19492.343 eV. Number 5: electronic energy -194584.763 eV. Number 6: electronic energy -37993.511 eV. Number 7: electronic energy -18776.042 eV. Number 8: electronic energy -17100.552 eV. Number 9: electronic energy -15489.725 eV. Number 10: electronic energy -17558.623 eV. Number 11: electronic energy -8842.204 eV. Number 12: electronic energy -93652.572 eV.